Entry from the Open Molecules 2025 dataset: a structure of composition C23H41ClP2Re (ωB97M-V with the def2-TZVPD basis set).

Structure (XYZ):
```
68
Properties=species:S:1:pos:R:3:lowdin_spin:R:1
Re 1.23989 -2.18938 -0.38845 1.03
H -0.69858 -4.16458 -2.94669 0.00
H -0.86982 2.15820 -3.03860 0.00
C 1.97656 -2.60116 -2.13812 0.03
H 3.67729 -4.82860 -1.38773 0.00
C 1.53277 1.34342 -0.77626 0.05
C 2.95265 -2.83878 -1.05296 0.05
H -0.87237 0.59856 1.98019 0.00
C -0.49428 0.35481 -1.95307 0.08
H 3.10223 -2.21778 -6.17375 0.00
H -0.93128 0.68572 -4.01491 0.00
H 2.17915 -1.74971 -2.79888 0.04
H 1.76554 -3.27804 2.15221 0.00
C -1.61609 -0.46214 -1.60917 0.09
C 2.08621 -1.79795 -6.25409 0.09
H 1.33724 -2.58823 -6.07202 0.01
H 1.20647 -3.45589 -3.93149 0.00
C -1.56272 -4.81191 2.43321 0.00
C 0.14774 -4.32104 -2.26404 0.01
H -1.88562 -4.61146 1.40416 0.00
H -1.16898 -3.70272 -0.64038 0.00
H -3.52931 0.06242 -2.42937 0.01
H 0.91079 0.44268 1.88602 0.00
H 1.55478 -4.01620 4.23134 0.00
C -0.04014 -0.05547 1.68362 0.01
H 3.54269 -0.29120 -3.35419 0.01
C -0.40152 1.17077 -3.18796 0.01
C 0.51879 -4.37156 4.28283 -0.01
H -2.46250 -0.82660 -3.53732 0.00
H -3.05316 -2.30217 -0.04427 0.01
Cl 2.84823 -0.97667 0.99833 0.00
C 0.40603 0.39687 -0.86909 0.27
C -0.14530 -3.51233 -0.97351 0.04
H -0.08401 -0.97120 2.28557 0.00
H 2.24513 -5.39691 0.93577 0.00
C 0.79245 -3.23854 1.64164 -0.19
H -2.11819 -1.99761 1.43868 0.00
H 2.23286 1.00879 0.00054 0.00
H 1.92629 -1.36458 -7.25436 0.02
C -1.47897 -0.87183 -0.26941 0.26
H -3.29153 -0.79533 0.85881 0.02
C -2.53096 -1.52846 0.53729 0.04
C 0.78267 -4.01287 0.25798 0.05
H -3.27012 -1.67731 -2.20283 0.00
C 1.98949 -4.92861 -0.01811 0.02
H 1.66498 -5.72826 -0.68928 0.00
H 3.91621 0.63561 -4.85884 0.02
C -0.17151 -0.39448 0.24031 0.05
C -2.77814 -0.73977 -2.48818 0.01
P 1.79974 -0.45377 -5.04551 0.64
H -0.23977 -2.40451 -1.32064 0.02
H 3.85070 -2.22592 -1.13264 0.00
H 0.11446 -4.14843 5.28044 0.00
H 1.18874 2.36143 -0.53354 0.02
C 3.23473 -4.23456 -0.57585 0.03
H 0.47006 -5.45358 4.09919 0.00
H 2.08272 1.38574 -1.72687 0.01
C 1.42742 -3.80231 -2.91579 0.01
H 2.17891 -4.59876 -3.00624 0.00
H 0.03623 -4.75578 0.57659 0.00
H -2.45755 -4.83228 3.07544 0.00
H 0.19145 -5.39036 -2.03760 0.00
H -1.04108 -5.77449 2.50870 0.00
P -0.50408 -3.44408 3.06827 0.00
H 4.14858 -1.14804 -4.80442 0.00
C 3.52643 -0.31377 -4.45604 0.09
H 0.63954 1.33653 -3.48978 0.00
H 3.99775 -4.17572 0.21124 0.00
```

Values from the calculation:
Energy (eV): -57721.94451
Max |F| (eV/A): 13.8
Frontier orbital gap (spin up / spin down) (eV): 4.2 / 5.4
Total charge: +2
Multiplicity: 4
<S²>: 3.93